The following is a DFT calculation (ωB97M-V/def2-TZVPD) of C5H6FN in the gas phase.

As for the largest force on an atom: 5.4 eV/Å. The relative energy (zero: lowest compared OMol25 entry of this formula, charge and spin) comes out at 274.8 kJ/mol. Its HOMO energy is -0.3058 Eh. Its LUMO energy is 0.27 eV. The HOMO-LUMO gap comes out at 0.3158 hartree. As for the SMILES: N[C@@H]1C=CC(F)=C1.

Last column: natural (NBO) charge in e.
Cartesian coordinates (Å):
C1 -0.692 -0.102 0.308  -0.1674
C2 -0.030 1.169 -0.009  -0.1819
C3 1.347 1.064 -0.146  -0.2668
C4 1.638 -0.250 0.027  0.3431
C5 0.477 -1.026 0.151  -0.2509
H1 -2.068 -0.709 -1.353  0.3858
H2 -2.879 -0.160 0.266  0.3709
H3 -0.729 -0.307 1.407  0.2717
H4 -0.563 2.131 0.203  0.2089
H5 2.018 1.772 -0.429  0.2279
H6 0.509 -2.130 -0.068  0.2368
N1 -1.966 -0.713 -0.271  -0.8428
F1 2.939 -0.739 -0.086  -0.3353

=====

The following is a DFT calculation (ωB97M-V/def2-TZVPD) of C5H6FNO in the gas phase.

As for the largest force on an atom: 6.4 eV/Å. The relative energy (zero: lowest compared OMol25 entry of this formula, charge and spin) comes out at 294.5 kJ/mol. Its HOMO energy is -0.3507 Eh. Its LUMO energy is 0.69 eV. The HOMO-LUMO gap comes out at 0.3760 hartree. As for the SMILES: C[C@]1(F)C=CNC1=O.

Last column: natural (NBO) charge in e.
Cartesian coordinates (Å):
C1 1.333 -0.471 1.032  -0.6573
C2 0.644 -0.172 -0.356  0.2521
C3 0.124 1.286 -0.444  -0.2838
C4 -1.223 1.176 -0.275  -0.0331
C5 -0.667 -0.985 -0.386  0.6278
H1 0.897 -0.061 1.990  0.2464
H2 1.515 -1.530 1.031  0.2335
H3 2.413 -0.158 1.006  0.2323
H4 0.591 2.280 -0.943  0.2596
H5 -1.884 2.027 -0.148  0.2177
H6 -2.610 -0.575 -0.619  0.4141
N1 -1.666 -0.206 0.053  -0.6147
O1 -0.927 -2.179 -0.483  -0.5570
F1 1.460 -0.433 -1.456  -0.3377

=====

The following is a DFT calculation (ωB97M-V/def2-TZVPD) of C5H6FNO in the gas phase.

As for the largest force on an atom: 3.1 eV/Å. The relative energy (zero: lowest compared OMol25 entry of this formula, charge and spin) comes out at 346.2 kJ/mol. Its HOMO energy is -0.3268 Eh. Its LUMO energy is 1.03 eV. The HOMO-LUMO gap comes out at 0.3646 hartree. As for the SMILES: O/N=C1/CCC=C1F.

Last column: natural (NBO) charge in e.
Cartesian coordinates (Å):
C1 -0.329 0.520 -0.450  0.1171
C2 0.608 0.893 0.618  -0.4314
C3 0.982 -0.468 1.362  -0.4111
C4 0.090 -1.519 0.601  -0.2275
C5 -0.631 -0.908 -0.332  0.3295
H1 -1.579 1.622 -2.980  0.4794
H2 1.480 1.432 0.230  0.2358
H3 0.175 1.582 1.371  0.2306
H4 0.492 -0.460 2.326  0.2113
H5 2.062 -0.685 1.503  0.2255
H6 0.146 -2.621 0.757  0.2300
N1 -0.671 1.318 -1.340  -0.1286
O1 -1.379 0.765 -2.425  -0.5577
F1 -1.446 -1.471 -1.242  -0.3028